Density functional theory data (wB97M-V/def2-TZVPD) for a cluster of 2 separate species, C5H9N3 in total.

Last column: Löwdin charge in e.
Positions of all 17 atoms, in Å:
1 C -2.272 0.419 -0.373  -0.147
2 N -0.853 0.621 -0.183  -0.006
3 C -0.271 -0.091 0.770  -0.526
4 C 1.295 -0.016 0.662  -0.232
5 C 0.831 -1.146 -1.740  -0.109
6 C 1.764 1.272 0.476  0.061
7 N -0.215 -0.641 -1.972  0.134
8 N -0.816 -0.741 1.744  0.162
9 H -0.143 -1.307 2.257  0.043
10 H 1.831 -0.631 1.383  0.111
11 H -2.569 -0.633 -0.347  0.072
12 H -2.802 0.931 0.440  0.087
13 H -2.572 0.862 -1.322  0.067
14 H 1.569 -1.816 -2.153  0.090
15 H 1.338 -0.653 -0.428  0.065
16 H 2.675 1.624 0.946  0.064
17 H 1.209 1.948 -0.160  0.065

Calculated values
**Energy relative to the best compared isomer or geometry (same formula, charge and spin)**: 601.0 kJ/mol
**E_tot**: -359.9684 Eh
**HOMO level (spin up / spin down)**: -8.89 / -7.79 eV

=====

Density functional theory data (wB97M-V/def2-TZVPD) for the molecule C12H13P.

Last column: Löwdin charge in e.
Positions of all 26 atoms, in Å:
1 C -0.900 1.527 2.523  -0.048
2 C -1.110 0.602 1.330  -0.325
3 C -0.985 -0.745 1.564  -0.185
4 P -0.895 -1.656 -0.127  1.021
5 C 0.910 -1.549 -0.275  -0.424
6 C 1.349 -1.469 -1.631  -0.130
7 C 2.671 -1.321 -1.965  -0.100
8 C 3.642 -1.290 -0.928  -0.083
9 C 3.188 -1.365 0.403  -0.105
10 C 1.851 -1.523 0.726  -0.130
11 C -1.392 -0.121 -1.047  -0.375
12 C -2.696 0.364 -0.527  -0.181
13 C -1.472 1.082 -0.020  -0.214
14 H -1.540 2.440 2.224  0.108
15 H 0.108 1.841 2.785  0.076
16 H -1.189 1.135 3.427  0.035
17 H -0.573 -1.161 2.454  0.053
18 H 0.541 -1.406 -2.486  0.127
19 H 3.197 -1.364 -2.904  0.096
20 H 4.667 -1.172 -1.186  0.083
21 H 3.847 -1.250 1.349  0.127
22 H 1.596 -1.519 1.839  0.119
23 H -1.159 0.130 -2.061  0.094
24 H -3.273 -0.148 0.316  0.120
25 H -3.534 0.832 -1.239  0.141
26 H -1.099 1.944 -0.394  0.099

Calculated values
**Energy relative to the best compared isomer or geometry (same formula, charge and spin)**: 102.3 kJ/mol
**E_tot**: -806.2992 Eh
**Structure (SMILES)**: CC1=CP(c2ccccc2)[C@H]2C[C@@H]12
**HOMO level**: -8.19 eV

=====

Density functional theory data (wB97M-V/def2-TZVPD) for the molecule C7H7N5.

Last column: Löwdin charge in e.
Positions of all 19 atoms, in Å:
1 H 2.495 1.738 0.546  0.066
2 N 1.582 1.285 0.479  0.154
3 C 1.725 0.061 0.145  -0.413
4 N 2.869 -0.680 -0.156  0.109
5 C 4.068 -0.234 -0.030  -0.321
6 N 5.157 0.168 -0.003  0.166
7 N 0.601 -0.763 -0.010  0.094
8 C -0.736 -0.364 0.035  -0.217
9 C -1.154 0.959 -0.171  -0.008
10 C -2.542 1.292 -0.128  -0.037
11 C -3.429 0.221 0.008  -0.169
12 N -3.065 -1.048 0.173  0.052
13 C -1.780 -1.328 0.232  -0.101
14 H 2.745 -1.540 -0.565  0.126
15 H 0.671 -1.761 0.044  0.131
16 H -0.319 1.695 -0.241  0.091
17 H -2.952 2.236 -0.416  0.092
18 H -4.452 0.432 -0.153  0.086
19 H -1.486 -2.368 0.211  0.102

Calculated values
**Energy relative to the best compared isomer or geometry (same formula, charge and spin)**: 16.8 kJ/mol
**E_tot**: -544.6931 Eh
**Structure (SMILES)**: [H]/N=C(\NC#N)Nc1cccnc1
**HOMO level**: -8.85 eV

=====

Density functional theory data (wB97M-V/def2-TZVPD) for a cluster of 4 separate species, C4H18NO3 in total.

Last column: Mulliken spin population.
Positions of all 26 atoms, in Å:
1 C -1.993 2.153 0.381  0.291
2 C -1.188 1.262 -0.585  0.306
3 N 0.226 1.065 -0.068  -0.775
4 C 1.073 0.176 -1.056  0.947
5 C -1.866 0.006 -0.773  0.133
6 H -2.205 1.680 1.385  -0.012
7 H -2.896 2.565 0.029  -0.040
8 H -1.472 3.035 0.815  -0.066
9 H -1.048 1.654 -1.684  -0.009
10 H 0.702 1.948 0.034  -0.091
11 H 0.262 0.549 0.894  0.164
12 H 1.857 -0.359 -0.463  -0.340
13 H 0.592 -0.740 -1.269  0.264
14 H 1.192 0.534 -2.068  -0.017
15 H -1.965 -0.714 0.149  -0.100
16 H -1.778 -0.463 -1.695  -0.041
17 H -2.975 0.275 -0.696  -0.013
18 H 0.347 -4.585 -2.924  -0.025
19 H -1.064 -5.343 -2.662  -0.012
20 O -0.625 -4.456 -2.553  0.074
21 H 3.289 -1.493 1.253  -0.144
22 H 3.940 -1.054 2.483  -0.028
23 O 3.197 -0.806 1.914  0.323
24 H 0.997 1.455 3.522  -0.131
25 H 2.091 0.575 2.947  -0.081
26 O 1.309 1.080 2.689  0.425

Calculated values
**Spin multiplicity**: 2
**Energy relative to the best compared isomer or geometry (same formula, charge and spin)**: 221.5 kJ/mol
**E_tot**: -443.4669 Eh
**HOMO level (spin up / spin down)**: -2.25 / -11.12 eV